#a
This record from the OMol25 dataset describes a molecular structure, C12H32O12S4Sn. The level of theory is ωB97M-V with the def2-TZVPD basis set.

The geometry in XYZ format:
```
61
Properties=species:S:1:pos:R:3:mulliken_charge:R:1
Sn -1.627 0.422 -0.978 0.711
O 1.487 -1.147 -1.104 -0.751
S 0.465 -1.392 -2.129 1.065
O -0.977 -1.422 -1.733 -0.784
O 0.749 -0.232 -3.294 -0.311
C 2.123 0.012 -3.589 0.208
C 2.122 1.274 -4.553 -1.343
C 0.915 -3.103 -2.973 -1.239
H 2.664 -0.852 -3.976 0.451
H 2.560 0.469 -2.701 -0.257
H 1.883 2.187 -4.008 0.326
H 1.538 1.058 -5.448 0.376
H 3.144 1.401 -4.910 0.421
H 0.647 -3.700 -2.102 0.472
H 1.983 -3.043 -3.186 0.635
H 0.572 -3.235 -3.999 0.383
O 0.504 -3.145 -0.163 -0.648
S -0.732 -2.370 0.165 1.192
O -0.595 -0.936 0.259 -0.240
O -1.974 -2.791 -0.820 -0.167
C -2.056 -4.128 -1.251 -0.423
C -1.555 -4.474 -2.695 -1.137
C -1.693 -2.893 1.703 -1.025
H -3.084 -4.448 -1.076 0.434
H -1.457 -4.791 -0.627 0.365
H -2.184 -4.066 -3.486 0.371
H -1.717 -5.530 -2.910 0.470
H -0.507 -4.210 -2.833 0.028
H -1.874 -3.959 1.566 0.443
H -2.605 -2.300 1.764 0.376
H -0.915 -2.805 2.461 0.440
O -0.257 1.944 2.251 -0.604
S -1.314 2.430 1.372 1.397
O -1.778 1.653 0.256 -0.275
O -2.744 2.740 2.220 -0.323
C -2.546 3.184 3.597 -0.003
C -3.783 3.844 4.132 -1.386
C -0.858 4.182 0.831 -0.888
H -1.788 3.967 3.615 0.314
H -2.253 2.363 4.251 0.294
H -4.171 4.751 3.669 0.353
H -3.592 4.121 5.169 0.390
H -4.501 3.024 4.155 0.351
H -0.071 4.064 0.087 0.416
H -0.354 4.679 1.660 0.424
H -1.707 4.767 0.475 0.368
O -0.036 1.182 -0.489 -0.188
S 1.124 1.577 0.313 0.790
O 1.219 2.921 0.888 -0.512
O 1.478 0.392 1.400 0.118
C 2.344 0.802 2.487 -0.223
C 2.835 -0.419 3.351 -1.370
C 2.621 1.314 -0.744 -1.245
H 1.873 1.455 3.222 0.279
H 3.300 1.264 2.241 0.297
H 3.605 -0.019 4.011 0.432
H 2.929 -1.362 2.811 0.320
H 2.045 -0.575 4.086 0.356
H 2.572 2.024 -1.569 0.389
H 2.564 0.262 -1.025 0.327
H 3.443 1.624 -0.099 0.559
```

## Properties
LUMO energy = -5.6 eV
HOMO = -14.87 eV
orbital gap = 0.33972 Eh
net charge = +2
2S+1 = 1


#b
This record from the OMol25 dataset describes a molecular structure, C12H32O12S4Sn. The level of theory is ωB97M-V with the def2-TZVPD basis set.

The geometry in XYZ format:
```
61
Properties=species:S:1:pos:R:3:mulliken_charge:R:1
Sn 1.719 -1.499 -1.117 1.646
O -0.416 0.679 1.516 -0.611
S -0.205 1.560 0.389 1.168
O 0.675 1.109 -0.676 -0.472
O -1.611 1.925 -0.240 -0.208
C -2.732 2.039 0.701 0.037
C -3.815 2.925 0.118 -1.393
C 0.327 3.193 1.012 -1.077
H -2.345 2.458 1.629 0.425
H -3.095 1.028 0.873 0.101
H -3.555 3.984 0.161 0.333
H -4.727 2.817 0.702 0.403
H -4.014 2.715 -0.932 0.332
H 0.598 3.105 2.058 0.293
H -0.506 3.873 0.849 0.471
H 1.138 3.491 0.351 0.405
O -2.511 -4.439 -1.377 -0.538
S -1.462 -4.251 -0.429 0.983
O -0.530 -3.128 -0.503 -0.399
O -2.171 -4.231 1.016 -0.287
C -2.850 -3.028 1.446 -0.637
C -1.883 -2.143 2.246 -0.419
C -0.432 -5.777 -0.349 -1.024
H -3.622 -3.447 2.090 0.356
H -3.385 -2.529 0.636 0.330
H -0.940 -2.119 1.703 0.060
H -1.834 -2.599 3.231 0.326
H -2.220 -1.108 2.262 0.222
H 0.093 -5.791 -1.302 0.393
H -1.074 -6.649 -0.245 0.379
H 0.238 -5.772 0.509 0.330
O 2.764 1.591 2.649 -0.668
S 2.544 0.166 2.684 1.203
O 2.317 -0.540 1.421 -0.631
O 3.825 -0.542 3.345 -0.215
C 4.389 0.118 4.494 -0.235
C 5.768 -0.387 4.753 -1.266
C 1.254 -0.233 3.921 -0.592
H 3.778 0.128 5.405 0.367
H 4.425 1.204 4.361 0.327
H 6.144 0.092 5.655 0.385
H 6.422 -0.117 3.922 0.311
H 5.825 -1.474 4.806 0.331
H 0.828 0.669 4.350 0.374
H 1.602 -0.930 4.684 0.461
H 0.454 -0.847 3.504 -0.120
O 1.527 0.080 -3.528 -0.417
S 1.147 1.096 -4.502 0.932
O 1.991 1.424 -5.631 -0.569
O -0.278 0.638 -5.084 -0.230
C -0.956 1.481 -6.028 -0.154
C -2.154 0.782 -6.629 -1.368
C 0.701 2.688 -3.647 -0.926
H -0.298 1.843 -6.817 0.383
H -1.393 2.370 -5.563 0.306
H -1.845 -0.159 -7.096 0.344
H -2.669 1.386 -7.372 0.373
H -2.879 0.405 -5.906 0.333
H 1.594 3.003 -3.112 0.437
H -0.018 2.399 -2.883 0.142
H 0.335 3.274 -4.481 0.452
```

## Properties
LUMO energy = -8.7 eV
HOMO = -15.95 eV
orbital gap = 0.26459 Eh
net charge = +2
2S+1 = 1


Question: of the structures shown, which is the least stable? Reply: #a.